Molecular formula: C42H71F5N2O20
Method: DFT, the ωB97M-V functional and the def2-TZVPD basis

```
140
Properties=species:S:1:pos:R:3:forces:R:3
C -0.209 -1.736 6.161 -1.16 -0.57 -0.48
C -1.461 -1.079 5.462 0.55 0.01 -0.08
C -2.480 -0.662 6.558 0.57 0.22 0.38
C -3.611 0.167 6.037 0.25 0.83 -1.15
C -3.072 1.469 5.389 0.31 -1.51 -0.15
C -1.979 1.154 4.270 -1.29 -1.70 0.93
N -0.983 0.142 4.785 -1.07 1.33 1.74
O 0.067 -0.086 3.875 -0.52 -0.14 0.12
C -2.721 0.711 2.989 0.60 0.31 -0.19
C -1.208 2.377 4.013 1.01 1.86 -0.51
C -2.119 -2.045 4.442 -0.03 -0.86 -0.20
H 0.240 -1.095 6.920 -0.08 0.11 -0.20
H 0.537 -2.124 5.467 0.12 0.52 -0.26
H -0.546 -2.658 6.635 -0.22 0.07 0.38
H -2.839 -1.540 7.096 0.12 -0.19 -0.10
H -1.969 -0.021 7.277 0.38 -0.22 0.20
H -4.379 0.480 6.744 0.15 -0.46 0.34
H -4.097 -0.396 5.240 -0.42 0.03 -0.02
H -2.680 2.163 6.133 0.24 -0.16 0.09
H -3.991 1.912 5.005 0.43 0.49 -0.70
H -3.305 -0.209 3.027 -0.37 0.37 0.52
H -3.297 1.589 2.697 -0.35 -0.29 -0.29
H -2.006 0.504 2.192 0.25 0.21 -0.06
H -0.774 2.395 3.013 0.14 -0.04 -0.08
H -1.796 3.290 4.108 -0.31 -0.06 -0.16
H -0.395 2.515 4.725 -0.05 -0.21 0.05
H -1.867 -3.095 4.595 0.32 -0.02 0.21
H -1.859 -1.833 3.405 0.39 0.08 -0.10
H -3.208 -2.069 4.403 -0.12 0.43 0.45
H -0.210 -0.895 3.439 0.28 -0.38 -0.85
C 3.655 2.568 -3.732 -0.46 -0.93 0.62
C 3.344 1.503 -4.821 0.32 0.95 -2.02
C 4.643 1.080 -5.570 0.97 -1.33 0.91
C 5.440 -0.058 -4.849 -0.79 1.33 -0.45
C 4.479 -1.145 -4.483 0.12 -0.81 0.16
C 3.263 -0.818 -3.588 -0.15 -0.18 -1.91
N 2.596 0.387 -4.244 0.08 0.34 1.98
O 1.341 0.759 -3.715 2.46 -0.74 -0.60
C 2.311 -2.022 -3.629 -0.45 0.32 0.78
C 3.676 -0.483 -2.188 0.03 1.30 1.58
C 2.465 2.103 -5.965 -0.79 0.40 1.09
H 4.490 3.179 -4.074 -0.52 0.30 -0.09
H 3.976 2.106 -2.799 0.23 -0.14 -0.10
H 2.721 3.062 -3.464 0.28 0.54 -0.27
H 4.424 0.757 -6.588 -0.31 -0.17 0.09
H 5.329 1.918 -5.699 -0.44 0.35 0.18
H 5.982 0.319 -3.981 0.05 0.10 0.00
H 6.156 -0.480 -5.555 0.15 0.13 0.15
H 5.055 -1.897 -3.945 -0.27 -0.34 0.02
H 4.147 -1.585 -5.423 -0.29 -0.25 0.07
H 1.835 -2.212 -4.590 0.54 -0.14 -0.18
H 2.893 -2.854 -3.232 0.00 -0.21 -0.56
H 1.488 -1.956 -2.917 -0.02 0.44 0.17
H 4.683 -0.085 -2.065 0.30 -0.45 -0.47
H 3.111 0.350 -1.770 -0.51 -0.17 -0.11
H 3.534 -1.302 -1.482 0.06 -0.21 -0.32
H 2.152 1.307 -6.641 0.40 0.25 -0.39
H 2.964 2.963 -6.412 0.41 -0.52 -0.38
H 1.543 2.564 -5.608 -0.10 -0.21 0.43
H 0.776 0.447 -4.426 -1.46 0.03 -0.51
C 1.334 0.882 0.645 -1.03 1.08 0.58
C 0.000 0.238 0.378 0.60 -4.30 -0.60
O -0.190 -0.945 0.754 -0.02 2.72 -0.42
C -0.950 0.867 -0.603 0.16 0.46 0.67
H 1.113 1.945 0.740 0.38 0.27 0.18
H 2.005 0.798 -0.210 -0.08 -0.31 0.10
H 1.755 0.536 1.589 0.11 -0.18 -0.36
H -0.915 0.384 -1.579 0.43 -0.08 0.07
H -0.664 1.916 -0.682 -0.63 0.10 -0.23
H -1.970 0.703 -0.254 -0.01 0.44 0.04
C -1.302 2.950 -6.196 -0.85 -0.61 -1.04
C -1.666 1.930 -5.195 1.29 0.33 2.32
O -1.194 0.799 -5.200 -0.31 0.12 -0.18
C -2.395 2.479 -3.971 -0.50 -1.04 -0.99
H -0.522 3.614 -5.824 -0.01 -0.09 -0.04
H -2.208 3.525 -6.384 0.23 0.32 -0.26
H -1.029 2.373 -7.080 0.36 0.57 -0.24
H -1.726 3.131 -3.410 -0.03 -0.04 0.04
H -2.736 1.626 -3.385 0.06 0.26 0.34
H -3.251 3.053 -4.326 -0.03 0.16 0.29
C 5.391 1.792 0.600 -0.12 0.65 0.09
C 5.989 0.898 1.660 -0.98 -1.91 -0.86
O 6.644 1.204 2.597 0.85 1.30 1.05
C 5.667 -0.575 1.422 0.55 0.13 -0.59
H 5.551 1.387 -0.400 0.35 -0.04 -0.02
H 5.721 2.829 0.663 0.13 -0.14 0.01
H 4.308 1.783 0.718 -0.17 0.02 0.25
H 4.739 -0.644 0.855 -0.19 -0.46 0.32
H 5.783 -1.238 2.279 -0.63 0.41 0.22
H 6.459 -0.938 0.768 0.11 0.05 -0.44
C 1.265 -3.851 0.785 0.42 -0.51 -2.75
C 2.667 -4.284 0.282 -0.02 -0.10 3.17
O 3.550 -3.777 1.357 -1.53 -0.25 -0.88
C 2.776 -3.014 2.196 0.91 1.33 0.48
O 3.186 -2.310 3.075 0.05 -0.88 -0.54
O 1.495 -3.030 1.834 0.23 0.46 2.61
F 2.976 -3.674 -0.859 0.51 0.31 -1.02
H 0.634 -4.718 0.984 -0.16 0.28 0.19
H 0.875 -3.145 0.052 -0.66 -0.75 -0.57
H 2.821 -5.363 0.261 0.17 0.17 -0.54
C -4.848 -2.633 1.802 -0.69 0.49 -0.86
C -3.786 -2.662 0.675 -1.81 -0.05 0.92
O -4.529 -2.977 -0.504 2.33 0.08 -0.06
C -5.796 -2.798 -0.303 -4.19 0.85 -0.10
O -6.659 -2.710 -1.155 1.70 -0.34 1.36
O -6.090 -2.642 1.040 0.94 0.08 -0.18
F -2.942 -3.652 0.915 1.36 -0.50 -0.21
H -4.734 -1.716 2.379 -0.40 0.15 -0.16
H -4.847 -3.451 2.523 0.25 -0.32 -0.47
H -3.336 -1.675 0.562 0.65 -0.33 -0.26
C -6.206 1.252 -0.853 -0.75 0.17 -0.14
C -6.715 2.657 -1.033 -0.94 -1.14 -1.84
O -5.551 3.413 -0.959 -0.93 1.56 -0.56
C -4.547 2.686 -0.489 2.74 1.24 0.82
O -3.418 3.102 -0.326 -1.75 -0.74 -0.33
O -4.968 1.475 -0.208 0.57 -1.99 0.24
F -7.673 2.985 -0.182 -0.48 0.93 2.10
H -6.111 0.891 -1.877 0.54 -0.67 0.20
H -6.866 0.615 -0.265 0.22 0.06 -0.02
H -7.251 2.747 -1.978 0.79 0.40 -0.53
C 3.072 0.856 4.131 0.76 1.30 -2.69
C 2.556 0.959 5.489 -0.21 -2.43 0.68
O 2.045 2.220 5.654 -0.24 0.26 1.24
C 2.411 2.972 4.637 -3.02 5.52 -3.67
O 1.961 4.152 4.393 2.57 -5.16 1.71
O 3.033 2.247 3.690 0.33 0.19 0.40
F 3.625 0.743 6.301 0.24 0.23 1.19
H 2.457 0.309 3.417 0.10 -0.22 0.47
H 4.118 0.551 4.110 -0.19 -0.25 0.02
H 1.823 0.167 5.643 -0.28 0.44 0.63
C -3.181 -1.529 -4.295 0.66 1.24 1.28
C -2.098 -1.702 -3.173 -2.23 -1.48 -2.89
O -2.062 -3.125 -3.218 0.53 -0.39 1.10
C -3.300 -3.651 -3.602 -0.59 -3.74 -0.70
O -3.634 -4.849 -3.594 1.71 4.81 0.49
O -4.022 -2.666 -4.146 0.12 0.50 0.01
F -2.575 -1.280 -1.987 0.06 0.14 0.54
H -2.734 -1.475 -5.288 -0.01 -0.20 0.05
H -3.665 -0.581 -4.062 -0.68 -0.29 -0.30
H -1.192 -1.161 -3.449 0.33 -0.66 0.39
```
Positions in Å, forces in eV/Å.

E_tot ... -3756.2071 hartree
Strongest force on any atom ... 7.3 eV/A
Multiplicity ... 2
Total charge ... +1
HOMO-LUMO gap (spin up / spin down) ... 7.380 / 3.176 eV